(1)
DFT (the ωB97M-V functional and the def2-TZVPD basis) results for a structure of composition C5H7CsO4 at a distorted geometry.

```
17
Properties=species:S:1:pos:R:3:forces:R:3:lowdin_spin:R:1
O 1.4952 2.4942 1.0257 0.1 -0.2 1.0 0.000
Cs -1.4750 3.5051 -0.9916 0.3 -0.3 0.0 0.008
C 1.9836 2.0530 2.0581 0.2 0.5 -1.5 0.000
C 1.3754 0.9721 2.8700 0.4 -0.2 0.7 0.000
H 1.2677 0.0779 2.2390 -0.5 0.3 0.2 0.000
H 2.9769 2.4219 2.3785 -0.2 0.1 0.0 0.000
H 0.4464 1.3725 3.3177 0.2 -0.6 -0.3 0.000
H 2.0785 0.6971 3.6717 -0.4 0.1 -0.1 0.000
C -0.9719 -2.3409 0.0094 -0.4 0.2 -0.3 0.084
C -1.4727 -1.3913 -0.7600 -0.1 -0.3 0.9 0.657
O -1.9642 -1.4615 -2.0099 0.1 -0.9 0.2 0.185
C -1.3312 -0.7557 -2.9600 0.3 2.0 0.3 0.017
O -1.1146 0.4333 -2.8772 -0.1 -0.4 -0.1 0.013
O -1.0248 -1.5388 -3.9485 0.0 -0.7 -0.8 0.005
H -0.9071 -2.1931 1.0881 0.3 0.0 -0.4 0.007
H -0.7003 -3.3120 -0.4197 -0.1 0.2 0.2 0.022
H -0.6619 -1.0338 -4.6912 0.0 0.1 0.1 0.001
```
Forces are in eV/Å.

Summary:
- spin multiplicity = 2
- HOMO energy (alpha / beta) (eV) = -11.9 / -12.8
- net charge = +1
- molar mass (g mol⁻¹) = 264.0
- E_LUMO (alpha / beta) (eV) = -3.295 / -3.500
- total energy (Ha) = -515.52399
- ΔE to the lowest compared entry with this formula, charge and spin (kcal/mol) = 2.1

***

(2)
DFT (the ωB97M-V functional and the def2-TZVPD basis) results for a cluster of 2 separate species, C12H14NO2 in total at a distorted geometry.

```
29
Properties=species:S:1:pos:R:3:forces:R:3:mulliken_charge:R:1
C -0.2147 3.9203 -0.5662 -2.7 0.9 -1.1 -1.170
C 0.8136 0.5012 0.0445 -1.7 -1.4 0.9 0.051
C 1.0790 1.9026 -0.0614 -0.1 -2.1 1.0 0.759
C -0.2004 2.5450 -0.0250 -0.1 -1.3 -0.4 0.622
C -1.1885 1.5541 0.0217 -0.1 1.1 0.3 -0.657
C 1.8546 -0.4978 0.0912 -1.0 2.7 0.0 -0.511
C 3.1230 0.0168 0.1353 1.0 1.2 -0.5 -0.557
C 3.4705 1.4537 -0.0460 -1.6 -1.7 0.6 -0.794
C 2.4367 2.3510 -0.0819 -1.4 -0.9 -0.5 -0.487
N -0.6172 0.2826 0.2261 0.8 1.2 -0.7 0.064
H 1.6661 -1.5522 0.0579 -0.1 -0.2 0.4 0.231
H 3.8504 -0.7449 0.3471 0.9 0.1 -0.4 0.354
H -1.2723 -0.6522 0.3766 1.2 2.6 -1.9 0.240
H 4.4415 1.8992 -0.1746 0.6 -0.7 0.3 0.353
H -2.2915 1.8675 -0.1643 1.9 -1.5 0.7 0.293
H 2.5919 3.3976 -0.1980 0.5 0.7 0.0 0.277
H -0.8928 4.7369 -0.1328 1.5 -1.0 0.3 0.265
H -0.7647 3.8099 -1.5349 0.9 0.3 0.1 0.252
H 0.8306 4.1558 -0.7481 -0.4 0.9 0.0 0.250
C -0.8965 -3.0871 0.0156 -1.8 -1.0 -0.4 -0.312
C -0.4142 -2.7439 1.4366 -2.9 -0.7 0.3 -1.097
C -2.3689 -2.5057 -0.3518 2.6 -1.3 1.0 0.500
O -2.5201 -1.3193 -0.5574 1.2 4.5 0.1 -0.715
O -3.2743 -3.2692 -0.3956 -3.0 -4.4 0.0 -0.720
H -0.2379 -2.4569 -0.6051 0.1 -1.2 -0.5 0.188
H -1.0143 -4.2620 -0.1876 0.9 2.7 0.2 0.318
H -0.4232 -1.6691 1.4428 1.7 0.3 0.5 0.437
H 0.4292 -3.3840 1.6479 0.7 0.7 0.5 0.243
H -1.2016 -2.8763 2.2386 0.6 -0.7 -0.8 0.324
```
Forces are in eV/Å.

Summary:
- spin multiplicity = 1
- HOMO energy (eV) = -4.5
- net charge = -1
- molar mass (g mol⁻¹) = 204.2
- E_LUMO (eV) = 3.264
- total energy (Ha) = -670.88180
- ΔE to the lowest compared entry with this formula, charge and spin (kcal/mol) = 69.8

***

(3)
DFT (the ωB97M-V functional and the def2-TZVPD basis) results for a cluster of 2 separate species, C18H29FN4O4 in total at a distorted geometry.

```
56
Properties=species:S:1:pos:R:3:forces:R:3:mulliken_charge:R:1
C 3.3400 1.3286 -0.2400 0.1 0.0 -0.1 -0.973
C 3.3319 0.0096 -1.0143 -0.3 0.4 0.1 -0.811
C 2.1758 -0.9077 -0.5795 0.3 -0.3 0.0 1.733
N 2.5039 -1.4258 0.7766 -0.6 0.0 -1.0 -0.522
C 1.9624 -1.9906 -1.6827 0.0 -1.3 -0.3 -0.167
O 2.4882 -3.0909 -1.5319 -0.3 0.6 -0.1 -0.683
N 1.2027 -1.7658 -2.8364 0.6 1.0 1.1 0.263
C 0.9672 -2.8723 -3.7689 0.3 0.0 0.3 -1.114
C 0.5155 -0.4986 -3.1096 0.0 -0.4 -0.1 -1.008
C -0.9767 -0.6789 -2.9415 -0.3 0.3 -0.5 0.614
C -1.4987 -1.2179 -1.7513 -0.6 0.1 -0.6 0.033
C -2.8731 -1.4254 -1.6075 0.2 0.1 -0.2 -0.873
C -3.7429 -1.0917 -2.6476 0.6 0.1 -0.1 -0.421
C -3.2335 -0.5427 -3.8272 0.1 0.1 -0.1 -0.527
C -1.8603 -0.3321 -3.9796 -0.6 -0.6 1.3 0.248
F -1.4077 0.2010 -5.1387 0.0 -0.2 0.4 -0.328
H 3.3889 1.1454 0.8378 0.0 0.0 -0.2 0.146
H 2.4357 1.9039 -0.4567 0.1 0.0 0.1 0.210
H 4.2076 1.9286 -0.5289 -0.1 0.0 0.1 0.448
H 4.2837 -0.5103 -0.8631 -0.2 -0.1 -0.1 0.434
H 3.2495 0.2375 -2.0816 0.0 -0.1 0.0 0.337
H 1.2554 -0.3272 -0.4956 0.0 0.2 0.1 -0.716
H 3.3409 -2.0101 0.7260 -0.4 0.1 -0.1 0.337
H 1.7297 -1.9797 1.1654 0.5 0.1 -0.2 0.120
H 0.3896 -3.6642 -3.2810 0.1 0.0 -0.1 0.317
H 0.4100 -2.5372 -4.6496 0.1 0.2 0.3 0.391
H 1.9178 -3.2912 -4.1146 -0.1 0.0 0.2 0.349
H 0.8509 0.3193 -2.4678 0.2 -0.3 0.1 0.158
H 0.7599 -0.1903 -4.1312 -0.2 0.0 0.1 0.386
H -0.8381 -1.4962 -0.9354 0.1 0.1 -0.2 0.397
H -3.2633 -1.8525 -0.6884 0.1 0.1 -0.1 0.435
H -4.8112 -1.2576 -2.5413 0.2 0.0 -0.1 0.383
H -3.9028 -0.2775 -4.6393 0.1 0.0 0.0 0.426
C -2.5060 3.6284 2.1413 0.4 -0.1 -0.1 -0.900
N -1.5454 3.0831 1.1817 -0.9 0.7 0.5 -0.165
C -0.7099 2.0519 1.3466 0.9 -1.0 -0.9 0.014
O -0.0163 1.6877 0.4017 0.0 -0.1 0.5 -0.506
C -0.6440 1.2980 2.6894 0.1 -0.4 0.2 -0.015
C 0.1032 2.1136 3.7560 0.2 -0.1 -0.3 -0.636
O 1.3966 2.4689 3.3196 -0.1 0.3 0.0 -0.577
N 0.0140 -0.0047 2.4909 0.0 2.2 -0.8 0.253
C -0.2173 -1.1624 3.1020 -0.4 -1.4 0.6 1.022
C -1.1759 -1.2225 4.2735 0.3 0.1 -0.2 -1.317
O 0.3289 -2.1823 2.7111 0.1 -0.3 0.0 -0.675
H -3.0760 2.8271 2.6144 0.0 0.1 0.0 0.286
H -3.2054 4.2855 1.6206 0.1 -0.2 0.0 0.343
H -1.9875 4.2128 2.9036 -0.2 0.0 0.1 0.269
H -1.4971 3.5140 0.2698 0.1 -0.1 0.1 0.351
H -1.6637 1.1366 3.0320 -0.2 -0.1 0.1 0.432
H -0.4522 3.0239 3.9789 0.2 0.1 0.0 0.364
H 0.1824 1.5308 4.6740 -0.2 -0.1 0.1 0.315
H 1.8964 1.6657 3.1349 0.0 -0.1 0.0 0.345
H 0.6777 -0.0515 1.7250 0.0 0.1 -0.1 -0.148
H -2.1803 -0.9785 3.9355 -0.2 0.1 0.1 0.274
H -1.1666 -2.2351 4.6752 0.0 0.1 -0.1 0.369
H -0.8545 -0.5302 5.0479 -0.2 0.1 0.1 0.283
```
Forces are in eV/Å.

Summary:
- spin multiplicity = 1
- HOMO energy (eV) = -8.8
- net charge = 0
- molar mass (g mol⁻¹) = 384.5
- E_LUMO (eV) = 0.300
- total energy (Ha) = -1323.17987
- SMILES string = CC[C@H](N)C(=O)N(C)Cc1ccccc1F.CNC(=O)[C@H](CO)NC(C)=O

***

(4)
DFT (the ωB97M-V functional and the def2-TZVPD basis) results for an isolated molecule of C3H6N2OS at a distorted geometry.

```
13
Properties=species:S:1:pos:R:3:forces:R:3:mulliken_charge:R:1
H -2.1706 -3.0747 -0.2973 -0.2 0.8 0.4 0.262
N -2.0813 -2.3098 0.3984 0.6 -0.6 -0.9 -0.602
C -1.2265 -1.4610 -0.0008 0.4 0.2 0.2 0.074
N -0.8183 -0.4683 0.9066 -1.1 -0.8 -0.4 -0.177
C 0.0078 0.5450 0.6308 1.2 1.0 0.4 0.390
S 0.3158 1.7592 1.7297 -0.3 -0.4 -0.4 -0.336
O 0.6191 0.4017 -0.5564 0.4 1.2 0.3 -0.358
C 1.6405 1.4215 -0.8391 -0.6 0.1 0.1 -0.757
H -0.6893 -1.3586 -0.9698 -0.5 -0.5 0.6 0.313
H -1.2788 -0.4541 1.8102 0.1 0.0 -0.2 0.257
H 2.4407 1.3639 -0.0987 -0.3 0.1 0.0 0.351
H 2.0157 1.1897 -1.8122 0.2 -0.5 -0.6 0.247
H 1.2252 2.4454 -0.9012 0.0 -0.7 0.4 0.337
```
Forces are in eV/Å.

Summary:
- spin multiplicity = 1
- HOMO energy (eV) = -8.8
- net charge = 0
- molar mass (g mol⁻¹) = 118.2
- E_LUMO (eV) = 0.642
- total energy (Ha) = -700.83939
- SMILES string = [H]/N=C/NC(=S)OC
- ΔE to the lowest compared entry with this formula, charge and spin (kcal/mol) = 31.3

***

(5)
DFT (the ωB97M-V functional and the def2-TZVPD basis) results for a structure of composition C8H16AsCsF6O4S2 at a distorted geometry.

```
38
Properties=species:S:1:pos:R:3:forces:R:3:mulliken_charge:R:1
Cs 13.9345 -13.8111 -24.0249 -0.2 0.0 0.2 1.003
As 7.5435 -13.5158 -21.1424 -1.2 0.3 -1.0 1.981
F 8.3965 -14.7146 -20.1431 -0.8 0.7 -0.6 -0.487
F 6.7336 -12.7703 -19.6775 1.0 -0.9 -1.9 -0.514
F 6.7866 -12.3373 -22.3449 0.8 -1.2 1.7 -0.519
F 8.3740 -14.2536 -22.6047 -0.7 0.6 1.4 -0.542
F 6.1355 -14.5499 -21.3685 1.1 0.4 0.2 -0.462
F 8.8642 -12.4223 -20.9233 0.1 0.0 -0.1 -0.460
C 15.3007 -19.2555 -16.3926 -1.5 -1.0 -1.5 -0.677
C 16.5943 -19.8274 -17.0508 0.8 -0.5 0.5 -0.546
C 17.4996 -18.6660 -17.3491 0.2 1.6 0.9 -0.766
S 16.3640 -17.2727 -17.7086 1.7 3.0 -1.5 1.087
O 16.1945 -17.3342 -19.1489 -0.2 0.0 -0.1 -0.680
O 16.7938 -15.9452 -17.1709 -0.8 -3.0 -0.4 -0.668
C 14.8553 -17.8818 -17.0346 0.9 -0.4 2.3 -0.554
H 15.2860 -19.2269 -15.3030 0.6 0.4 -0.1 0.376
H 14.4687 -19.9204 -16.6246 0.1 -0.3 0.1 0.282
H 16.5036 -20.5349 -17.8750 -0.9 0.6 -0.5 0.324
H 17.2024 -20.4638 -16.4079 -0.5 0.0 0.8 0.324
H 18.2980 -18.7289 -18.0884 -0.6 -0.1 -0.5 0.445
H 18.0461 -18.3541 -16.4591 -0.2 0.0 0.4 0.341
H 14.0702 -17.7941 -17.7857 0.3 -0.6 -0.1 0.423
H 14.5720 -17.2713 -16.1773 0.0 0.4 -0.3 0.289
C 17.3776 -6.8230 -19.6131 0.9 -0.2 -0.8 -0.541
C 18.4966 -6.0563 -20.4080 -0.6 -0.3 -0.6 -0.606
C 18.1366 -6.2344 -21.9173 -0.3 -0.7 0.0 -0.665
S 16.3282 -6.4586 -22.1084 0.1 -2.9 -0.5 1.030
O 16.0660 -7.8173 -22.7287 0.6 3.3 1.0 -0.660
O 15.6874 -5.2576 -22.6014 0.2 -0.7 -0.1 -0.624
C 16.0795 -6.5950 -20.3546 -0.5 1.6 0.3 -0.684
H 17.2870 -6.4218 -18.6036 0.1 -0.3 0.0 0.308
H 17.6889 -7.8676 -19.6149 -0.2 -0.1 0.3 0.327
H 19.4484 -6.5545 -20.2238 0.0 0.1 -0.1 0.303
H 18.6396 -5.0229 -20.0920 -0.4 0.1 -0.2 0.327
H 18.4438 -7.2441 -22.1900 0.3 0.1 -0.2 0.302
H 18.4547 -5.5278 -22.6839 0.2 0.1 0.4 0.428
H 15.1510 -7.1155 -20.1201 0.4 -0.3 0.1 0.432
H 15.9380 -5.5303 -20.1684 -0.7 0.2 0.2 0.323
```
Forces are in eV/Å.

Summary:
- spin multiplicity = 1
- HOMO energy (eV) = -10.5
- net charge = 0
- molar mass (g mol⁻¹) = 562.2
- E_LUMO (eV) = -1.848
- total energy (Ha) = -4266.87861
- ΔE to the lowest compared entry with this formula, charge and spin (kcal/mol) = 92.0

***

(6)
DFT (the ωB97M-V functional and the def2-TZVPD basis) results for an isolated molecule of C12H18FNO5P2S at a distorted geometry.

```
40
Properties=species:S:1:pos:R:3:forces:R:3:mulliken_charge:R:1
C 3.7111 -1.8870 0.3854 -0.2 -0.6 0.3 -1.205
C 2.7745 -1.5075 1.5298 0.2 0.3 -0.8 -0.580
P 1.9792 0.1630 1.4149 0.4 0.7 1.5 0.000
C 2.6151 1.0325 -0.0804 -0.6 -0.7 -0.5 -0.446
C 1.9547 2.3987 -0.2322 0.2 0.0 0.1 -1.358
C 0.1861 0.0007 1.0364 0.3 -0.4 -0.5 0.515
C -0.4008 -0.8459 0.1724 0.1 0.1 0.1 0.877
C 0.3809 -1.8424 -0.6493 -0.5 0.0 0.3 0.274
C -0.4122 -2.6272 -1.6769 0.2 -0.5 0.6 -0.967
O -1.0097 -3.7321 -1.0001 0.2 0.0 -0.2 -0.554
C -1.8867 -0.7300 0.0503 -0.3 -0.2 0.0 -0.357
O -2.6718 -1.6436 -0.1016 0.4 0.4 -0.1 -0.544
C -2.4233 0.6829 0.1329 -0.4 -0.1 0.2 0.010
P -3.8026 1.0334 -1.0304 0.3 0.6 -1.3 0.187
N -3.3225 1.9872 -2.1794 -0.1 -0.2 0.4 -0.630
C -1.8319 1.5009 1.0044 -0.3 -0.2 -0.1 0.673
S -2.3287 3.1766 1.2896 0.8 0.6 0.6 1.238
O -1.8897 3.6032 2.5635 -0.2 -0.2 0.1 -0.555
O -2.0695 3.9670 0.1489 -0.1 -0.2 -0.4 -0.514
F -3.8764 2.9886 1.3830 -0.3 -0.1 0.0 -0.224
C -0.6777 0.9371 1.8121 0.0 0.4 0.7 -0.869
O -0.5222 1.1998 2.9836 -0.1 -0.2 -1.0 -0.502
H 3.2021 -1.9926 -0.5646 0.0 0.2 -0.2 0.269
H 4.5437 -1.2022 0.3016 0.1 0.3 -0.2 0.344
H 4.1282 -2.8641 0.6125 0.2 -0.2 0.0 0.397
H 2.0357 -2.2786 1.7104 -0.2 -0.1 0.0 0.435
H 3.3835 -1.4547 2.4231 0.0 0.1 0.4 0.511
H 2.4200 0.4316 -0.9679 0.2 0.0 -0.2 0.323
H 3.6902 1.1270 -0.0052 0.3 0.0 0.3 0.537
H 1.0496 2.3503 -0.8239 -0.3 -0.1 0.0 0.279
H 1.7425 2.8345 0.7395 -0.2 0.1 0.2 0.351
H 2.6203 3.0830 -0.7440 0.1 0.1 -0.1 0.422
H 1.2347 -1.3246 -1.0709 0.1 0.1 -0.2 -0.021
H 0.7750 -2.5836 0.0367 0.2 -0.2 0.1 0.177
H 0.2824 -3.0429 -2.4009 0.0 0.2 -0.4 0.368
H -1.1750 -2.0205 -2.1489 0.0 0.1 -0.4 0.415
H -1.9407 -3.7416 -1.2094 -0.3 0.0 0.1 0.331
H -4.8652 1.5234 -0.2582 0.1 -0.3 0.3 0.066
H -4.1943 -0.2246 -1.5137 -0.1 -0.1 0.6 0.097
H -3.4088 1.5242 -3.0731 0.1 0.1 -0.2 0.227
```
Forces are in eV/Å.

Summary:
- spin multiplicity = 1
- HOMO energy (eV) = -8.5
- net charge = 0
- molar mass (g mol⁻¹) = 369.3
- E_LUMO (eV) = -1.990
- total energy (Ha) = -2079.63816
- SMILES string = CCP(CC)C1=C(CCO)C(=O)C([PH2]=N)=C(S(=O)(=O)F)C1=O

***

(7)
DFT (the ωB97M-V functional and the def2-TZVPD basis) results for an isolated molecule of C16H13Cl2NO2S at a distorted geometry.

```
35
Properties=species:S:1:pos:R:3:forces:R:3:mulliken_charge:R:1
Cl 3.7128 0.5774 2.8186 0.4 -0.2 0.0 -0.167
C 2.1095 0.5061 2.3032 -1.8 -0.7 -0.6 0.382
C 1.3629 1.6055 2.1404 0.8 0.4 -0.2 -0.777
C 0.0192 1.5578 1.6062 -0.8 0.6 -0.4 0.292
O -0.5352 2.5402 1.1272 0.4 -0.6 0.5 -0.612
C -0.7592 0.1927 1.6453 1.4 -0.3 -0.6 1.341
Cl -2.2178 0.5923 2.6281 -0.6 -0.2 -0.3 -0.195
C 0.0333 -0.8913 2.1764 0.2 0.7 0.1 -1.283
C 1.4402 -0.8481 1.9757 0.0 -0.1 -0.5 0.079
O 2.1099 -1.7564 1.4858 0.7 -0.2 0.9 -0.723
H 1.8311 2.5743 2.2407 -0.2 0.2 0.1 0.431
H -0.4594 -1.7207 2.6283 0.0 -0.8 -0.3 0.722
C -2.5195 -2.2156 0.6717 -0.1 -0.3 0.1 -0.880
S -1.9950 -1.4502 -0.8756 0.0 0.9 2.0 0.400
C -3.6023 -0.8260 -1.4580 0.5 -0.1 -0.4 -0.958
C -1.1180 0.0498 -0.0124 -1.3 1.4 -1.0 -0.326
C 0.0809 0.2503 -0.9058 1.1 0.4 -0.8 0.104
C 0.4181 1.5650 -1.3564 -0.9 -1.2 1.0 -0.564
C 1.6627 1.8350 -1.8451 0.3 0.4 -0.5 -0.686
C 2.5928 0.8175 -2.0594 -0.7 -0.4 0.3 0.562
C 3.8688 1.1407 -2.6003 3.0 0.8 -1.0 -0.106
N 4.9209 1.4383 -3.0255 -2.5 -0.7 0.9 -0.539
C 2.2289 -0.4935 -1.7774 -0.3 -0.7 0.0 -0.666
C 0.9604 -0.7954 -1.2573 0.0 0.9 0.7 -0.134
H -1.6678 -2.8008 1.0509 -0.4 0.3 -0.1 0.314
H -2.7726 -1.3909 1.3417 0.1 -0.4 0.0 0.234
H -3.4051 -2.8173 0.4862 0.1 -0.2 -0.1 0.561
H -3.5547 -0.8550 -2.5417 0.0 0.1 -0.1 0.374
H -4.3461 -1.5414 -1.1299 -0.2 0.0 0.1 0.387
H -3.8166 0.1824 -1.1301 0.0 0.1 0.3 0.312
H -1.8305 0.9105 -0.1445 0.5 -0.8 -0.2 0.514
H -0.3208 2.3421 -1.2128 0.3 0.1 0.1 0.450
H 1.9404 2.8548 -2.0590 0.0 0.1 -0.2 0.480
H 2.9421 -1.3049 -1.9084 -0.2 0.2 -0.1 0.436
H 0.6858 -1.8250 -1.0269 0.4 0.2 0.1 0.239
```
Forces are in eV/Å.

Summary:
- spin multiplicity = 1
- HOMO energy (eV) = -6.7
- net charge = 0
- molar mass (g mol⁻¹) = 354.3
- E_LUMO (eV) = -0.699
- total energy (Ha) = -2141.13488